Formula: C48H38CsIN6O2P
Source: the Open Molecules 2025 dataset
Level of theory: ωB97M-V/def2-TZVPD

Each line ends with the Mulliken charge.
Positions of all 97 atoms, in Å:
Cs (-0.9904, -0.4105, 0.4650)  1.780
C (-1.0342, 2.2821, -4.3229)  -1.751
C (-0.5619, 1.2956, -3.2977)  0.459
N (-1.2926, 0.7664, -2.3908)  0.880
N (-2.6490, 1.0125, -2.4859)  -1.423
C (-3.1911, 1.0875, -1.2806)  0.549
O (-2.6129, 1.2689, -0.1864)  -0.960
C (-4.7026, 1.0142, -1.2874)  0.277
C (-5.3703, 0.8228, -0.0823)  0.003
C (-6.7553, 0.7585, -0.0418)  -0.788
C (-7.4926, 0.9079, -1.2084)  -0.378
C (-6.8332, 1.1130, -2.4135)  -0.786
C (-5.4478, 1.1600, -2.4544)  -0.123
C (0.8466, 0.8310, -3.3159)  0.447
C (1.7410, 1.2144, -4.3188)  -0.777
C (3.0242, 0.6911, -4.3158)  -0.754
C (3.3749, -0.2121, -3.3270)  -0.835
C (2.4194, -0.5370, -2.3688)  -0.384
N (1.2026, -0.0181, -2.3432)  0.276
H (-1.1197, 1.8286, -5.3153)  0.412
H (-0.3377, 3.1207, -4.4009)  0.369
H (-2.0169, 2.6503, -4.0359)  0.257
H (-4.7799, 0.7398, 0.8215)  0.419
H (-7.2615, 0.5993, 0.9032)  0.409
H (-8.5753, 0.8680, -1.1812)  0.383
H (-7.4033, 1.2371, -3.3272)  0.383
H (-4.9217, 1.3090, -3.3875)  0.441
H (1.4256, 1.9053, -5.0881)  0.422
H (3.7324, 0.9779, -5.0844)  0.385
H (4.3553, -0.6690, -3.2863)  0.489
H (2.6278, -1.2655, -1.5953)  0.568
O (-0.5168, -2.7572, 1.3291)  -0.814
C (0.1788, -2.9708, 0.3056)  -1.127
N (1.4716, -2.8137, 0.1445)  -0.247
C (2.1580, -2.3238, 1.3391)  -0.996
C (3.2224, -1.3392, 0.9514)  0.416
C (4.3663, -1.7647, 0.2701)  -0.668
C (5.3214, -0.8391, -0.0974)  -0.326
C (5.1120, 0.4994, 0.2129)  -0.959
C (3.9571, 0.8351, 0.8932)  -0.070
N (3.0357, -0.0558, 1.2637)  0.293
C (-0.5816, -3.2946, -0.9952)  1.124
C (0.0116, -4.0530, -2.0017)  -0.297
C (-0.6965, -4.2877, -3.1659)  -0.411
C (-1.9633, -3.7396, -3.3047)  -0.665
C (-2.4694, -2.9846, -2.2585)  -0.297
N (-1.8064, -2.7802, -1.1256)  -0.251
H (2.6524, -3.1590, 1.8588)  0.359
H (1.4783, -1.8674, 2.0645)  0.421
H (4.4623, -2.8154, 0.0287)  0.367
H (6.2146, -1.1486, -0.6275)  0.435
H (5.8220, 1.2675, -0.0640)  0.416
H (3.7488, 1.8687, 1.1540)  0.453
H (1.0166, -4.4195, -1.8471)  0.435
H (-0.2611, -4.8793, -3.9628)  0.390
H (-2.5456, -3.8791, -4.2064)  0.387
H (-3.4426, -2.5101, -2.3349)  0.394
I (1.0811, 1.4167, 2.9831)  0.238
C (-0.0783, 2.6687, 4.2405)  0.013
C (-0.1611, 2.1939, 5.5245)  -0.685
C (-0.6519, 2.9752, 6.5867)  -0.822
C (-0.9896, 4.2707, 6.3507)  -0.816
C (-0.9367, 4.7963, 5.0372)  1.062
C (-1.2683, 6.1618, 4.8527)  -0.825
C (-1.2707, 6.7203, 3.6128)  -1.119
C (-1.0307, 5.8928, 2.5008)  -0.247
C (-0.7195, 4.5588, 2.6176)  0.952
P (-0.8565, 3.4945, 1.1236)  0.864
C (-2.2868, 4.2390, 0.2744)  0.023
C (-3.4594, 4.5105, 0.9834)  -0.530
C (-4.6316, 4.8330, 0.3212)  -0.830
C (-4.6626, 4.8774, -1.0667)  -0.519
C (-3.5098, 4.5947, -1.7805)  -0.565
C (-2.3327, 4.2755, -1.1170)  -0.411
C (0.5349, 3.9337, 0.0250)  -0.253
C (1.2899, 2.8675, -0.4533)  0.261
C (2.3318, 3.0787, -1.3495)  -0.395
C (2.6246, 4.3652, -1.7705)  -0.990
C (1.8774, 5.4402, -1.3022)  -0.825
C (0.8384, 5.2242, -0.4125)  0.588
C (-0.5618, 3.9840, 3.9272)  -0.140
H (0.2055, 1.1993, 5.7425)  0.403
H (-0.7034, 2.5494, 7.5804)  0.375
H (-1.3093, 4.9249, 7.1533)  0.327
H (-1.5203, 6.7479, 5.7291)  0.338
H (-1.5135, 7.7657, 3.4704)  0.398
H (-1.1772, 6.3088, 1.5131)  0.209
H (-3.4633, 4.4490, 2.0657)  0.425
H (-5.5309, 5.0271, 0.8934)  0.377
H (-5.5857, 5.1074, -1.5840)  0.400
H (-3.5233, 4.5941, -2.8639)  0.331
H (-1.4597, 4.0128, -1.7023)  0.172
H (1.0505, 1.8629, -0.1301)  0.230
H (2.8978, 2.2310, -1.7177)  0.517
H (3.4324, 4.5327, -2.4736)  0.399
H (2.1009, 6.4452, -1.6402)  0.411
H (0.2420, 6.0590, -0.0666)  0.246

Computed properties:
LUMO level   2.1 eV
Total charge   -1
Orbital gap   6.6 eV
Relative energy (zero: lowest compared OMol25 entry of this formula, charge and spin)   29.3 kcal per mole
HOMO level   -4.52 eV